1.
Computed, not measured: C25H27N3O3S4W as an isolated structure, with ωB97M-V/def2-TZVPD.

Geometry as XYZ:
```
63
Properties=species:S:1:pos:R:3
W 0.127 0.279 0.670
C 2.393 3.032 0.849
C 1.093 3.640 0.344
S -0.446 2.835 0.855
C -0.739 3.177 2.608
C 0.135 2.396 3.564
S 0.119 0.598 3.201
C 1.850 0.146 3.552
C 2.869 0.934 2.750
S 2.353 1.195 1.002
H 2.663 3.403 1.835
H 3.213 3.277 0.174
H 1.034 3.614 -0.744
H 1.036 4.693 0.628
H -1.799 2.952 2.745
H -0.629 4.251 2.772
H -0.226 2.502 4.589
H 1.169 2.730 3.534
H 1.901 -0.926 3.354
H 2.017 0.273 4.624
H 3.815 0.393 2.715
H 3.083 1.908 3.185
O -6.076 1.499 -3.544
N -5.759 0.823 -2.606
O -6.406 -0.053 -2.076
C -4.318 0.880 -2.222
C -3.449 1.222 -3.192
C -2.043 1.223 -2.929
C -1.078 1.526 -3.911
C 0.261 1.484 -3.587
C 0.634 1.159 -2.289
N -0.261 0.874 -1.333
C -1.594 0.897 -1.648
C -2.527 0.569 -0.619
N -2.006 0.262 0.619
C -2.854 -0.079 1.598
C -4.229 -0.102 1.419
C -4.764 0.218 0.191
C -3.901 0.543 -0.885
H -3.825 1.484 -4.174
H -1.396 1.787 -4.914
H 1.027 1.701 -4.320
H 1.678 1.115 -2.002
H -2.420 -0.334 2.557
H -4.869 -0.370 2.249
H -5.834 0.212 0.040
C -0.330 -3.981 0.274
S 1.115 -3.041 0.737
O 0.555 -1.493 0.257
C 2.349 -3.493 -0.350
C 3.614 -3.606 0.264
C 4.672 -4.105 -0.471
C 4.469 -4.473 -1.798
C 3.214 -4.347 -2.405
C 2.142 -3.864 -1.690
H -0.550 -3.859 -0.784
H -1.159 -3.672 0.906
H -0.053 -5.014 0.502
H 3.747 -3.354 1.309
H 5.643 -4.226 -0.012
H 5.296 -4.877 -2.369
H 3.083 -4.649 -3.436
H 1.173 -3.790 -2.164
```

Calculated values
Net charge: +4
E_LUMO (spin up / spin down), eV: -13.556 / -13.550
HOMO-LUMO gap (spin up / spin down), eV: 6.6 / 6.6

***

2.
Computed, not measured: C37H49N8NaS2Se2Si4Te as an isolated structure, with ωB97M-V/def2-TZVPD.

Geometry as XYZ:
```
104
Properties=species:S:1:pos:R:3
Na 2.278 0.838 0.447
C 0.330 0.797 3.706
C 1.814 0.920 3.808
N 2.635 0.936 2.798
C 3.950 1.039 3.212
C 4.121 1.112 4.554
S 2.605 1.041 5.336
C 5.015 1.038 2.191
C 6.351 1.123 2.416
S 7.193 1.052 0.935
C 5.706 0.916 0.089
N 4.661 0.924 0.862
C 5.653 0.786 -1.400
H 0.029 0.776 2.656
H -0.166 1.628 4.210
H -0.008 -0.130 4.173
H 5.040 1.192 5.111
H 6.870 1.214 3.356
H 6.651 0.737 -1.831
H 5.123 1.635 -1.834
H 5.103 -0.118 -1.664
Se 2.024 5.956 -5.556
N 2.150 4.181 -5.491
C 2.141 3.848 -4.232
C 2.214 2.462 -3.758
C 2.282 1.385 -4.641
C 2.319 0.108 -4.132
C 2.290 -0.053 -2.749
N 2.242 0.963 -1.904
C 2.201 2.209 -2.389
C 2.111 3.334 -1.407
N 2.100 3.022 -0.105
C 1.997 3.998 0.783
C 1.901 5.343 0.436
C 1.917 5.671 -0.899
C 2.024 4.653 -1.844
C 2.042 4.934 -3.284
N 1.971 6.134 -3.784
H 2.291 1.578 -5.706
H 2.358 -0.757 -4.780
H 2.292 -1.041 -2.300
H 1.984 3.694 1.825
H 1.813 6.099 1.204
H 1.841 6.696 -1.238
C 4.199 -5.008 -0.068
N 2.784 -4.819 0.168
C 2.191 -3.649 0.516
Se 2.937 -2.020 0.861
N 0.864 -3.898 0.591
C 0.588 -5.224 0.298
C -0.592 -5.943 0.244
C -0.492 -7.289 -0.082
C 0.744 -7.887 -0.341
C 1.925 -7.158 -0.289
C 1.818 -5.816 0.032
H 4.687 -4.043 0.036
H 4.356 -5.398 -1.074
H 4.614 -5.705 0.661
H 0.202 -3.161 0.797
H -1.548 -5.478 0.446
H -1.392 -7.886 -0.137
H 0.782 -8.939 -0.588
H 2.883 -7.619 -0.489
C -2.712 -2.563 2.024
Si -3.773 -1.854 0.644
C -3.547 -2.947 -0.863
C -5.572 -1.972 1.195
Si -3.083 0.321 0.173
Te -0.665 0.122 -0.248
Si -3.649 1.717 1.936
C -5.463 2.201 1.864
C -3.358 0.886 3.596
C -2.617 3.282 1.893
Si -4.048 1.098 -1.797
C -3.736 2.945 -1.943
C -3.267 0.270 -3.283
C -5.904 0.800 -1.884
H -2.917 -3.630 2.166
H -2.898 -2.053 2.973
H -1.655 -2.424 1.777
H -3.760 -3.993 -0.621
H -2.519 -2.869 -1.230
H -4.214 -2.646 -1.676
H -5.879 -3.010 1.349
H -6.238 -1.530 0.447
H -5.728 -1.431 2.133
H -6.107 1.317 1.888
H -5.690 2.750 0.947
H -5.728 2.837 2.714
H -4.030 0.036 3.737
H -3.531 1.594 4.414
H -2.335 0.514 3.674
H -2.822 3.862 0.988
H -1.551 3.035 1.887
H -2.829 3.914 2.761
H -2.667 3.152 -1.830
H -4.270 3.508 -1.172
H -4.058 3.320 -2.920
H -2.202 0.507 -3.332
H -3.754 0.613 -4.202
H -3.358 -0.818 -3.229
H -6.426 1.257 -1.040
H -6.126 -0.271 -1.871
H -6.318 1.219 -2.806
```

Calculated values
E_LUMO, eV: -0.679
HOMO-LUMO gap, eV: 5.2
Relative energy (zero: lowest compared OMol25 entry of this formula, charge and spin), kJ/mol: 23.2

***

3.
Computed, not measured: C49H42BN11PTi as an isolated structure, with ωB97M-V/def2-TZVPD.

Geometry as XYZ:
```
105
Properties=species:S:1:pos:R:3
Ti 0.247 -0.190 0.256
C -4.050 -0.502 -0.807
C -2.747 -0.066 -1.012
N -1.923 -0.541 -0.082
N -2.685 -1.300 0.749
C -3.960 -1.292 0.316
B -1.898 -2.204 1.757
N -1.014 -1.359 2.706
C -1.062 -1.349 4.052
C 0.144 -0.902 4.529
C 0.899 -0.659 3.378
N 0.203 -0.907 2.280
N -0.942 -3.059 0.869
C -0.940 -4.392 0.708
C 0.039 -4.720 -0.200
C 0.601 -3.491 -0.548
N 0.009 -2.481 0.088
N -2.754 -3.124 2.639
C -4.080 -3.245 2.924
C -4.235 -4.230 3.863
C -2.923 -4.672 4.112
N -2.044 -4.009 3.390
H -4.927 -0.277 -1.387
H -2.383 0.586 -1.788
H -4.731 -1.843 0.803
H -1.936 -1.691 4.580
H 0.440 -0.772 5.556
H 1.917 -0.323 3.304
H -1.622 -5.018 1.257
H 0.314 -5.697 -0.554
H 1.411 -3.326 -1.233
H -4.830 -2.628 2.482
H -5.153 -4.573 4.306
H -2.587 -5.442 4.790
N 10.146 2.989 3.090
C 9.057 2.721 2.841
C 7.689 2.388 2.526
C 6.881 1.780 3.482
C 5.565 1.479 3.177
C 5.039 1.770 1.923
C 5.863 2.361 0.970
C 7.176 2.677 1.265
C 3.611 1.442 1.611
C 3.458 0.395 0.676
C 4.593 -0.258 0.129
C 4.140 -1.141 -0.807
C 2.741 -1.033 -0.800
N 2.283 -0.134 0.095
C 2.688 2.212 2.287
C 3.024 3.255 3.224
C 1.840 3.667 3.749
C 0.839 2.870 3.112
N 1.323 2.022 2.244
H 7.286 1.548 4.458
H 4.935 1.007 3.919
H 5.470 2.567 -0.017
H 7.810 3.144 0.524
H 5.621 -0.082 0.402
H 4.728 -1.792 -1.433
H 2.066 -1.557 -1.450
H 4.006 3.640 3.446
H 1.675 4.430 4.493
H -0.228 2.933 3.293
C 2.402 3.653 -0.901
C 1.508 4.543 -0.079
C 1.971 5.808 0.272
C 1.192 6.685 1.008
C -0.079 6.302 1.405
C -0.559 5.046 1.062
C 0.220 4.161 0.318
P -0.381 2.494 -0.176
C -2.120 2.513 0.477
C -2.222 1.769 1.655
C -3.401 1.667 2.371
C -4.530 2.318 1.903
C -4.451 3.050 0.728
C -3.268 3.169 -0.004
C -3.324 4.004 -1.255
C -0.436 2.725 -2.002
C -0.497 3.934 -2.693
C -0.601 3.950 -4.073
C -0.663 2.752 -4.782
C -0.537 1.548 -4.116
C -0.337 1.535 -2.729
C 0.182 0.316 -2.085
H 3.429 3.741 -0.549
H 2.378 3.943 -1.954
H 2.125 2.599 -0.837
H 2.967 6.104 -0.039
H 1.580 7.659 1.277
H -0.696 6.971 1.991
H -1.548 4.755 1.387
H -1.342 1.238 2.014
H -3.432 1.083 3.282
H -5.467 2.256 2.441
H -5.335 3.557 0.359
H -4.325 4.416 -1.377
H -3.089 3.422 -2.147
H -2.622 4.837 -1.210
H -0.488 4.868 -2.146
H -0.662 4.894 -4.600
H -0.768 2.763 -5.859
H -0.516 0.616 -4.669
H 1.267 0.366 -2.010
H -0.164 -0.625 -2.515
```

Calculated values
<S²>: 3.77
Multiplicity: 4
E_LUMO (spin up / spin down), eV: 0.191 / -2.383
HOMO-LUMO gap (spin up / spin down), eV: 5.8 / 4.9
Relative energy (zero: lowest compared OMol25 entry of this formula, charge and spin), kJ/mol: 267.9

***

4.
Computed, not measured: C30H55N4O2P2Zn as an isolated structure, with ωB97M-V/def2-TZVPD.

Geometry as XYZ:
```
94
Properties=species:S:1:pos:R:3
C 1.415 1.260 -2.103
C 0.429 -0.883 -2.411
C 1.991 1.165 -3.363
C 1.350 -1.150 -3.448
C 2.032 -0.078 -4.006
H 2.435 2.069 -3.767
H 1.381 -2.144 -3.882
H 2.563 -0.175 -4.959
N 0.661 0.246 -1.659
P 1.282 2.373 0.504
P -1.821 -1.341 -0.841
C 1.564 2.591 -1.326
H 2.555 3.059 -1.530
H 0.808 3.307 -1.709
C -0.630 -1.811 -2.083
H -0.285 -2.855 -2.033
C -2.339 -2.757 0.482
C -3.058 -1.225 -2.257
C 2.977 1.794 1.115
C 0.807 4.068 1.148
C -2.008 -2.310 1.918
H -2.446 -1.330 2.141
H -2.410 -3.043 2.645
H -0.929 -2.240 2.093
C -3.841 -3.008 0.431
H -4.388 -2.092 0.664
H -4.162 -3.397 -0.535
H -4.124 -3.755 1.189
C -1.570 -4.047 0.209
H -1.908 -4.844 0.904
H -1.736 -4.433 -0.808
H -0.492 -3.894 0.373
C -4.363 -0.665 -1.687
H -4.165 0.054 -0.876
H -4.862 -0.129 -2.505
H -5.015 -1.469 -1.329
C -2.456 -0.225 -3.275
H -2.221 0.732 -2.782
H -1.550 -0.633 -3.754
H -3.189 -0.055 -4.075
C -3.167 -2.637 -2.880
H -2.280 -3.267 -2.692
H -4.056 -3.181 -2.542
H -3.225 -2.518 -3.970
C 0.690 3.967 2.676
H 0.408 4.955 3.066
H -0.090 3.252 2.975
H 1.634 3.680 3.156
C -0.564 4.451 0.557
H -0.527 4.576 -0.536
H -1.348 3.720 0.800
H -0.863 5.421 0.991
C 1.806 5.160 0.740
H 2.064 5.119 -0.328
H 1.339 6.138 0.929
H 2.727 5.136 1.329
C 3.587 0.800 0.107
H 3.865 1.289 -0.835
H 4.503 0.364 0.540
H 2.903 -0.028 -0.119
C 2.754 1.069 2.461
H 2.258 0.099 2.314
H 3.735 0.898 2.937
H 2.147 1.661 3.164
C 3.972 2.946 1.319
H 4.104 3.558 0.416
H 3.694 3.588 2.165
H 4.955 2.509 1.563
Zn -0.133 0.525 0.299
C -1.913 1.309 -0.069
O -2.717 1.957 -0.616
N 0.833 -1.237 0.949
C 1.550 -2.160 0.946
C 2.274 -3.367 0.481
C 1.791 -4.136 -0.772
C 3.652 -2.808 0.077
C 2.172 -4.292 1.712
H 0.800 -4.595 -0.730
H 1.830 -3.572 -1.713
H 2.479 -4.987 -0.903
H 4.053 -2.062 0.772
H 4.439 -3.551 -0.087
H 3.522 -2.284 -0.880
H 2.238 -5.366 1.483
H 2.965 -4.030 2.425
H 1.212 -4.168 2.251
N -3.781 2.996 1.766
C -3.123 2.005 2.415
N -2.770 2.277 3.703
O -2.752 0.948 1.824
H -4.262 3.716 2.297
H -4.041 2.827 0.799
H -2.402 1.537 4.278
H -3.222 3.056 4.176
```

Calculated values
Net charge: +1
E_LUMO, eV: -1.974
HOMO-LUMO gap, eV: 6.4
Relative energy (zero: lowest compared OMol25 entry of this formula, charge and spin), kJ/mol: 76.1

***

5.
Computed, not measured: C26H24CdN9O7S3 as an isolated structure, with ωB97M-V/def2-TZVPD.

Geometry as XYZ:
```
70
Properties=species:S:1:pos:R:3
Cd -0.569 0.020 0.210
O -2.181 0.548 1.649
N -2.521 1.824 1.598
C -2.960 2.351 2.764
C -3.379 3.649 2.856
C -3.330 4.441 1.707
C -2.866 3.897 0.540
C -2.442 2.559 0.450
S -1.886 1.889 -1.033
H -2.921 1.651 3.582
H -3.718 4.026 3.808
H -3.646 5.476 1.734
H -2.804 4.481 -0.367
O -4.239 -0.595 -2.307
C -3.785 -1.455 -3.228
C -4.512 -1.568 -4.419
C -4.108 -2.440 -5.407
C -2.970 -3.225 -5.235
C -2.252 -3.114 -4.060
C -2.630 -2.235 -3.046
C -1.830 -2.129 -1.784
O -2.250 -1.347 -0.871
N -0.736 -2.862 -1.737
N -0.101 -2.715 -0.500
C 0.571 -3.737 -0.191
S 0.714 -5.155 -1.250
C 1.709 -6.116 -0.086
C 2.547 -5.149 0.734
S 1.444 -3.858 1.338
H -3.595 -0.638 -1.549
H -5.395 -0.953 -4.532
H -4.684 -2.513 -6.322
H -2.655 -3.916 -6.005
H -1.369 -3.717 -3.891
H 2.332 -6.802 -0.661
H 1.058 -6.696 0.568
H 3.339 -4.706 0.127
H 2.994 -5.634 1.601
N 0.999 -0.404 -1.789
N 2.278 -0.745 -1.326
C 2.501 -0.836 0.042
N 3.707 -1.355 0.376
N 1.575 -0.434 0.840
N 1.792 -0.314 2.242
O 0.660 -1.226 2.727
O 2.911 -0.657 2.730
H 0.528 -1.215 -2.191
H 1.065 0.360 -2.449
H 2.767 -1.445 -1.867
H 4.453 -1.157 -0.272
H 3.879 -1.249 1.382
O -0.674 1.458 4.423
C 0.000 0.828 3.652
O -0.067 -0.516 3.723
C 1.070 1.461 2.782
C 2.187 1.953 3.571
C 2.969 2.910 3.048
C 2.671 3.441 1.753
C 3.482 4.407 1.136
C 3.165 4.915 -0.099
C 1.997 4.462 -0.737
C 1.186 3.526 -0.149
C 1.503 2.976 1.112
N 0.663 2.046 1.663
H 2.371 1.523 4.544
H 3.817 3.300 3.600
H 4.371 4.742 1.659
H 3.798 5.655 -0.570
H 1.725 4.860 -1.707
H 0.275 3.196 -0.634
```

Calculated values
Net charge: -1
E_LUMO, eV: 2.254
HOMO-LUMO gap, eV: 6.9
Relative energy (zero: lowest compared OMol25 entry of this formula, charge and spin), kJ/mol: 445.4